# 1
C38H35ClLaN2Si2 | ωB97M-V/def2-TZVPD

```
79
Properties=species:S:1:pos:R:3:mulliken_charge:R:1
H -7.86109 0.01372 -0.57540 0.38
H 2.81109 5.97876 4.02333 0.39
C 7.29965 2.74944 1.94638 -0.60
Si -2.73407 -1.72723 -0.15212 -0.26
C 0.25701 3.34943 -0.67178 -0.59
C -2.46274 -3.58334 -0.62115 0.62
C -6.07415 0.13236 0.70520 -0.14
C 6.78947 3.82587 2.66967 -0.99
C 0.98841 -3.35880 -0.03092 -0.61
C 1.97257 2.19095 -1.69792 -1.16
C -2.41353 -0.30489 -1.51560 -0.72
H -2.28414 -4.49867 1.39500 0.42
H -4.17061 2.66718 -1.91533 0.45
C 3.33448 5.15169 3.51068 -0.99
H 6.92716 1.01834 0.70310 0.45
H -4.27721 -0.02704 1.91083 0.46
H -1.96124 -7.30601 -1.96088 0.37
C 5.11649 1.98459 1.33808 0.66
H 1.57021 4.97490 0.15218 0.62
H 4.54266 0.18224 0.59490 0.34
H -2.38390 -3.04708 -2.71139 0.32
H -1.98357 1.34172 1.54526 0.46
C -4.88787 -0.46780 1.12349 -0.66
C 0.75354 -1.68519 -1.80023 0.07
C -3.53678 1.91636 -1.43166 -0.88
H 0.84233 -3.70268 1.00440 0.31
H -5.12433 -3.35873 -0.63568 0.37
H 0.41311 -0.68527 -2.11741 0.46
C 2.58866 4.16790 2.84419 0.19
H 7.43433 4.55747 3.18235 0.40
H -2.13754 -5.34061 -3.54505 0.38
C 0.56939 2.18814 -1.44710 -0.07
C 0.56474 -2.09531 -0.45719 0.79
C -2.35118 -3.87149 -1.99448 -0.05
C -2.14149 -5.97952 -0.19053 -0.58
C -3.19320 0.75882 -2.11266 -0.83
C 4.72234 5.03553 3.46887 -0.38
H -1.95108 -1.01283 -2.21946 0.17
C -6.62725 -1.77387 -0.65136 -0.37
H 3.58277 3.64698 -1.08577 0.54
Si -0.53004 -1.26465 0.81123 -0.24
C -4.46259 -1.57326 0.38894 0.52
C 1.47505 4.06349 -0.43707 -0.96
C 6.48483 1.82567 1.27836 -0.56
H -2.01183 -6.80794 0.52050 0.36
C -2.32593 -4.65681 0.30050 -0.38
H -0.16083 1.47432 -1.83093 0.61
C -6.95312 -0.48394 -0.20045 -0.70
H -3.50349 0.61550 -3.14851 0.42
C 1.55887 -4.22969 -0.97051 -0.53
H 1.41958 -2.29219 -3.73708 0.47
Cl 0.97049 0.45448 3.18320 -0.62
H 8.37864 2.65684 1.88382 0.38
N 3.17745 3.13038 2.17902 -0.14
N 4.21870 1.14083 0.59831 -0.41
C -5.40116 -2.35448 -0.31291 -1.01
H 2.19812 -4.52201 -3.01663 0.42
H 0.09278 0.10993 0.44952 -0.37
C 2.53155 3.35335 -1.06981 -0.46
C 1.74668 -3.84921 -2.29669 -0.64
H -3.29402 3.09391 0.34905 0.51
C -3.07141 2.13159 -0.12944 -0.81
C 1.32260 -2.58995 -2.70716 -0.91
H -0.74418 3.63357 -0.34181 0.58
C 5.37978 3.98139 2.78025 0.56
H 5.31888 5.81123 3.94966 0.41
H 4.23151 1.35484 -0.40130 0.32
C -2.36188 1.14351 0.53154 -0.64
H 1.85011 -5.22559 -0.65721 0.44
H -7.29351 -2.31481 -1.32326 0.39
C 4.55397 3.02042 2.11314 0.02
H 2.50495 1.42808 -2.27077 0.53
La 1.57824 1.76509 0.98987 1.52
C -2.02123 -0.09526 -0.11625 2.65
C -2.18988 -5.17950 -2.46235 -0.75
H 1.48425 4.16614 2.85563 0.44
H -0.27436 -1.78153 2.20052 -0.10
C -2.07421 -6.26916 -1.56963 -0.46
H -6.32679 1.12941 1.05989 0.38
```

Summary:
Kohn-Sham gap (alpha / beta)	0.156 / 0.156	Ha
multiplicity	1
charge	+1
energy relative to the best compared isomer or geometry (same formula, charge and spin)	32.2	kcal/mol
electronic energy	-2649.01189	Ha
HOMO (alpha / beta)	-7.9 / -7.9	eV

***

# 2
C6H9N | ωB97M-V/def2-TZVPD

```
16
Properties=species:S:1:pos:R:3:nbo_charge:R:1
N -0.32938 1.32304 1.08360 -0.40
H -0.27257 1.90709 -0.95581 0.21
C -0.64925 -0.19788 -0.83252 -0.04
H 1.62999 2.22857 0.62531 0.18
H 1.30713 -0.16738 1.09426 0.20
C -0.74013 1.15028 -0.31752 -0.30
H 0.86506 2.71435 2.21920 0.20
H 0.52036 0.19138 2.70886 0.20
H 0.62746 -2.79028 -1.44039 0.23
H -0.56000 -2.66446 -2.75486 0.23
C -0.79199 -1.34668 -1.16227 0.00
H -0.99985 -3.48278 -1.23545 0.23
C 0.92157 1.97805 1.41854 -0.25
H -1.82144 1.28045 -0.47598 0.23
C -0.43361 -2.65830 -1.67039 -0.68
C 0.72666 0.53457 1.69541 -0.25
```

Summary:
Kohn-Sham gap	0.360	Ha
multiplicity	1
charge	0
energy relative to the best compared isomer or geometry (same formula, charge and spin)	83.8	kcal/mol
SMILES	CC#CCN1CC1
electronic energy	-288.64855	Ha
HOMO	-8.8	eV

***

# 3
C2H3N3OS | ωB97M-V/def2-TZVPD

```
10
Properties=species:S:1:pos:R:3:nbo_charge:R:1
H 2.24257 -1.20407 -0.32572 0.42
O -0.26129 -1.45282 0.01334 -0.31
N 1.86132 -0.28715 0.07725 -0.82
C 0.49485 -0.24256 0.06639 0.45
H 2.34121 0.55985 0.03136 0.41
N -1.75276 0.19061 0.06494 -0.25
S -3.09509 0.89499 -0.05621 0.04
H 0.05255 1.78244 0.09737 0.23
N -1.60332 -1.07056 -0.01378 0.06
C -0.28004 0.82925 0.04506 -0.23
```

Summary:
Kohn-Sham gap (alpha / beta)	0.318 / 0.318	Ha
multiplicity	1
charge	0
energy relative to the best compared isomer or geometry (same formula, charge and spin)	89.7	kcal/mol
SMILES	Nc1c[n+]([S-])no1
electronic energy	-715.55331	Ha
HOMO (alpha / beta)	-8.3 / -8.3	eV